(1)
ORCA calculation (ωB97M-V/def2-TZVPD) on C26H27IrO3PS3 as an isolated structure in a non-equilibrium geometry.

```
61
Properties=species:S:1:pos:R:3:lowdin_charge:R:1
Ir -0.154 -1.212 0.216 0.878
C 3.133 -3.388 1.467 -0.499
C 3.645 -2.105 0.814 -0.460
S 2.441 -0.804 0.362 0.865
C 2.334 0.250 1.808 -0.512
C 1.616 -0.328 2.998 -0.473
S 0.005 -1.085 2.610 0.905
C 0.247 -2.904 2.714 -0.459
C 1.275 -3.464 3.687 -0.480
S 3.051 -3.290 3.278 0.899
H 3.844 -4.185 1.251 0.080
H 2.179 -3.687 1.052 0.038
H 4.112 -2.352 -0.140 0.079
H 4.392 -1.612 1.438 0.079
H 1.811 1.128 1.435 0.035
H 3.344 0.554 2.090 0.101
H 1.394 0.467 3.712 0.089
H 2.216 -1.081 3.500 0.013
H 0.413 -3.285 1.712 0.024
H -0.743 -3.239 3.026 0.089
H 1.069 -4.530 3.776 0.083
H 1.184 -3.020 4.679 0.082
O -2.343 -2.485 0.723 0.037
C -2.151 -1.331 0.415 -0.460
C -3.025 -0.159 0.177 -0.204
C -4.374 -0.155 0.499 0.010
C -5.097 1.025 0.379 -0.038
C -4.470 2.185 -0.061 -0.040
C -3.122 2.169 -0.402 -0.060
C -2.401 0.991 -0.277 -0.301
P -0.652 0.774 -0.730 0.973
C 0.134 2.328 -0.258 -0.347
C 0.045 2.717 1.082 -0.120
C 0.585 3.922 1.493 -0.061
C 1.226 4.743 0.571 -0.057
C 1.326 4.356 -0.755 -0.054
C 0.785 3.146 -1.174 -0.056
C -0.603 0.679 -2.524 -0.357
C -1.736 0.891 -3.302 -0.053
C -1.662 0.739 -4.680 -0.055
C -0.463 0.379 -5.277 -0.057
C 0.671 0.172 -4.501 -0.058
C 0.601 0.312 -3.127 -0.114
H -4.838 -1.069 0.848 0.130
H -6.148 1.045 0.632 0.116
H -5.035 3.103 -0.150 0.116
H -2.633 3.069 -0.756 0.122
H -0.472 2.081 1.794 0.111
H 0.506 4.226 2.529 0.113
H 1.643 5.690 0.890 0.113
H 1.818 4.998 -1.473 0.114
H 0.860 2.850 -2.212 0.106
H -2.676 1.167 -2.844 0.103
H -2.546 0.891 -5.285 0.112
H -0.413 0.252 -6.350 0.112
H 1.603 -0.114 -4.969 0.113
H 1.476 0.121 -2.515 0.097
O 0.633 -3.406 -0.356 -0.124
C 0.198 -3.171 -1.494 -0.443
O -0.323 -2.037 -1.761 -0.147
H 0.265 -3.922 -2.287 0.152
```

Results
Total charge ... +1
Kohn-Sham gap ... 7.91 eV
Energy relative to the best compared isomer or geometry (same formula, charge and spin) ... 125.5 kJ/mol
Highest occupied orbital energy ... -11.1 eV

(2)
ORCA calculation (ωB97M-V/def2-TZVPD) on a 4-piece molecular cluster, C9H26O4 overall in a non-equilibrium geometry.

```
39
Properties=species:S:1:pos:R:3:lowdin_charge:R:1
C -3.873 -8.694 14.137 -0.054
C -2.822 -8.014 13.293 -0.553
C -3.448 -7.310 12.080 -0.059
O -2.190 -7.069 14.019 -0.041
H -4.519 -9.300 13.501 0.082
H -4.496 -7.959 14.646 0.081
H -3.467 -9.276 14.964 0.077
H -2.024 -8.663 12.932 0.143
H -2.826 -6.585 11.554 0.080
H -4.378 -6.794 12.319 0.077
H -3.704 -8.118 11.395 0.075
H -2.825 -6.440 14.369 0.098
C 1.898 -9.994 21.932 -0.056
C 3.355 -9.879 21.472 -0.514
C 3.827 -11.089 20.713 -0.066
O 3.400 -8.859 20.527 -0.057
H 1.491 -9.063 22.325 0.079
H 1.809 -10.730 22.731 0.074
H 1.292 -10.338 21.094 0.078
H 4.009 -9.646 22.312 0.140
H 3.260 -11.084 19.783 0.079
H 3.597 -12.025 21.222 0.076
H 4.895 -11.145 20.503 0.082
H 2.811 -9.070 19.799 0.085
C 0.439 -14.795 18.398 -0.058
C 0.331 -14.143 16.994 -0.501
C 0.548 -15.187 15.895 -0.064
O -0.890 -13.462 16.990 -0.049
H 1.386 -15.275 18.643 0.074
H -0.374 -15.504 18.558 0.077
H 0.301 -13.994 19.125 0.070
H 1.109 -13.394 16.847 0.131
H -0.037 -16.099 16.011 0.076
H 1.622 -15.375 15.911 0.082
H 0.258 -14.863 14.895 0.074
H -1.589 -14.002 16.614 0.090
O 0.337 -9.023 16.928 -0.052
H -0.007 -8.379 16.309 0.023
H -0.279 -9.754 16.881 0.023
```

Results
Kohn-Sham gap ... 10.37 eV
Energy relative to the best compared isomer or geometry (same formula, charge and spin) ... 97.5 kJ/mol
Highest occupied orbital energy ... -9.8 eV

(3)
ORCA calculation (ωB97M-V/def2-TZVPD) on a 2-piece molecular cluster, C6H9N overall in a non-equilibrium geometry.

```
16
Properties=species:S:1:pos:R:3:lowdin_charge:R:1
C -0.747 1.079 -1.698 -0.140
C -1.414 0.671 1.066 -0.043
C -1.408 -0.543 0.428 -0.273
C 0.338 0.379 -1.216 -0.291
C 1.730 0.310 -1.817 -0.061
C -0.143 -1.144 0.215 -0.012
N -0.320 1.634 -0.621 0.137
H -1.579 0.984 -2.435 0.136
H -2.311 1.266 1.023 0.062
H -0.617 0.914 1.759 0.074
H -2.139 -0.878 -0.219 0.079
H 2.405 -0.177 -1.042 0.083
H 2.342 1.220 -1.862 0.081
H 1.702 -0.360 -2.608 0.043
H 0.690 -0.821 0.829 0.084
H -0.132 -1.986 -0.368 0.040
```

Results
Kohn-Sham gap ... 8.96 eV
Energy relative to the best compared isomer or geometry (same formula, charge and spin) ... 577.1 kJ/mol
Highest occupied orbital energy ... -8.1 eV

(4)
ORCA calculation (ωB97M-V/def2-TZVPD) on a 5-piece molecular cluster, C16H35NO11PS overall in a non-equilibrium geometry.

```
65
Properties=species:S:1:pos:R:3:lowdin_charge:R:1
N -10.708 -5.662 -3.930 -0.388
P -9.236 -5.200 -4.243 0.591
S -8.735 -3.238 -3.518 0.167
O -9.182 -2.319 -4.544 -0.406
O -7.286 -3.278 -3.353 -0.431
O -9.401 -3.033 -2.275 -0.379
H -11.183 -4.923 -3.421 -0.063
H -8.945 -5.147 -5.630 -0.026
H -8.355 -6.126 -3.632 -0.026
O -3.685 -4.525 -0.090 0.093
C -3.609 -3.466 -0.651 -0.525
O -2.813 -2.509 -0.121 -0.016
C -2.510 -1.279 -0.784 -0.242
C -3.589 -0.242 -0.551 -0.063
C -4.433 -3.143 -1.872 0.006
H -2.316 -1.446 -1.844 0.113
H -1.574 -0.931 -0.346 0.111
H -4.549 -0.562 -0.957 0.072
H -3.315 0.706 -1.017 0.080
H -3.732 -0.081 0.518 0.079
H -5.434 -2.840 -1.565 0.091
H -4.513 -4.041 -2.479 0.092
H -4.003 -2.372 -2.507 0.071
O 0.940 2.243 -1.110 0.093
C 1.709 1.401 -0.727 -0.527
O 1.276 0.135 -0.596 -0.010
C 2.133 -0.978 -0.317 -0.229
C 2.390 -1.125 1.168 -0.069
C 3.118 1.751 -0.314 0.011
H 3.054 -0.910 -0.898 0.113
H 1.599 -1.855 -0.680 0.121
H 2.903 -0.256 1.577 0.073
H 2.997 -2.006 1.370 0.077
H 1.447 -1.220 1.703 0.075
H 3.104 2.128 0.708 0.102
H 3.483 2.527 -0.974 0.052
H 3.822 0.926 -0.385 0.075
O 3.844 -2.098 3.841 0.103
C 2.921 -2.136 4.608 -0.524
O 1.770 -1.524 4.279 -0.014
C 0.558 -1.648 5.030 -0.226
C 0.515 -0.672 6.187 -0.065
C 3.052 -2.783 5.968 0.012
H 0.405 -2.680 5.348 0.116
H -0.242 -1.417 4.329 0.126
H 1.318 -0.859 6.902 0.065
H -0.438 -0.744 6.712 0.082
H 0.641 0.348 5.824 0.084
H 3.523 -2.077 6.649 0.095
H 3.688 -3.659 5.866 0.090
H 2.110 -3.123 6.393 0.069
O 5.290 3.664 -1.211 0.097
C 5.367 4.729 -1.758 -0.514
O 6.168 5.678 -1.238 0.003
C 6.460 6.912 -1.896 -0.239
C 5.388 7.951 -1.639 -0.065
C 4.520 5.054 -2.966 0.017
H 6.636 6.750 -2.960 0.113
H 7.404 7.251 -1.472 0.121
H 4.421 7.637 -2.032 0.068
H 5.656 8.901 -2.104 0.081
H 5.263 8.107 -0.568 0.084
H 3.527 5.352 -2.629 0.102
H 4.433 4.154 -3.571 0.094
H 4.933 5.829 -3.607 0.068
```

Results
Total charge ... -1
Kohn-Sham gap ... 6.82 eV
Highest occupied orbital energy ... -5.2 eV

> The lowest highest occupied orbital energy belongs to which entry?

C26H27IrO3PS3

> highest occupied orbital energy of number 4 (C16H35NO11PS)?

-5.2 eV